1.
# C9H27ClFeI2OP3

C9H27ClFeI2OP3 as an isolated structure at a distorted geometry (ωB97M-V with the def2-TZVPD basis set, OMol25).

```
44
Properties=species:S:1:pos:R:3:forces:R:3:lowdin_spin:R:1
I 0.21999 1.41818 -5.30916 0.4 -1.1 -1.2 1.129
I -0.43586 3.26157 -3.32223 -0.3 0.8 1.4 0.872
Fe -0.08706 -0.11505 -0.96196 0.0 -0.3 1.1 3.178
P -2.51186 -0.37355 -0.95914 -0.1 -0.1 -0.3 -0.100
C -3.39107 0.74469 0.16663 0.4 0.2 -0.1 -0.017
C -3.05255 0.01638 -2.64672 0.2 0.0 0.2 -0.013
H -4.13770 -0.10990 -2.70503 0.1 0.1 -0.2 -0.004
H -4.16329 -2.13435 -0.68017 0.2 0.1 0.0 -0.004
H -2.54128 -0.66029 -3.33696 -0.2 0.0 0.1 0.002
H -2.55875 -2.77020 -1.19561 -0.2 0.1 0.1 0.000
H -3.05801 1.75470 -0.09139 -0.3 0.0 0.1 0.000
H -2.73865 1.03821 -2.89233 -0.3 -0.1 0.1 0.002
C -3.07822 -2.05442 -0.55151 0.5 0.1 0.0 -0.013
H -4.47222 0.64499 0.02708 0.2 0.0 0.0 -0.005
H -2.81147 -2.26744 0.49031 -0.1 0.0 -0.2 0.000
H -3.13301 0.55698 1.21377 -0.1 -0.1 -0.4 0.000
P 2.35838 -0.34914 -0.95291 0.0 -0.1 -0.2 -0.061
C 3.24707 0.76967 0.17570 -0.2 0.2 -0.3 -0.011
C 2.94539 -2.03196 -0.55496 -0.3 0.1 -0.1 -0.008
H 2.40691 -0.63216 -3.34801 0.2 0.0 0.2 0.002
H 3.99432 -0.06963 -2.70496 -0.1 0.1 -0.1 -0.003
H 2.58808 1.05720 -2.90360 0.2 -0.1 0.1 0.001
C 2.90709 0.04129 -2.64531 -0.1 0.0 0.2 -0.006
H 2.43946 -2.74115 -1.21761 0.2 0.1 0.1 0.000
H 4.03088 -2.08648 -0.69697 -0.2 0.0 0.0 -0.002
H 4.32702 0.69279 0.01332 -0.1 0.1 0.0 -0.003
H 3.03522 0.55823 1.22706 0.1 -0.1 -0.3 0.000
H 2.69816 -2.29615 0.47868 0.1 0.1 -0.2 0.000
H 2.89630 1.78106 -0.05553 0.3 0.0 0.1 0.000
Cl -0.05510 -1.79440 -2.39978 -0.1 0.8 0.6 0.013
C 1.09960 1.91083 2.89967 -0.1 0.2 0.0 0.000
P 0.08076 0.65263 2.21096 0.2 0.2 2.1 0.007
C 0.85113 -0.89714 2.52349 0.0 0.0 -0.6 0.002
C -1.40740 0.65745 3.17624 0.0 -0.1 -0.1 0.001
O -0.16607 0.92673 0.75155 -0.2 -0.6 -2.7 0.039
H 2.01269 1.90174 2.30934 0.1 0.4 0.3 0.000
H 1.29121 1.74708 3.97219 0.0 0.1 -0.5 0.000
H 0.52501 2.82431 2.73589 0.4 0.3 0.2 0.000
H 0.86602 -1.04026 3.59911 0.2 -0.3 0.1 0.000
H 0.19525 -1.60914 2.02882 0.1 -0.6 0.2 0.001
H 1.84752 -0.91344 2.07558 -0.1 -0.2 0.3 0.000
H -1.91360 1.59812 2.94687 -0.2 -0.1 0.3 0.000
H -2.01044 -0.20214 2.86372 -0.1 0.2 0.3 0.000
H -1.13987 0.59352 4.24583 -0.3 0.0 -0.5 0.000
```
Positions in Å, forces in eV/Å.

* E_LUMO (alpha / beta): -9.10 / -8.83 eV
* max |F|: 2.8 eV/A
* total charge: +2
* multiplicity: 6



2.
# C9H27ClI2O3P3Pr

C9H27ClI2O3P3Pr as an isolated structure at a distorted geometry (ωB97M-V with the def2-TZVPD basis set, OMol25).

```
46
Properties=species:S:1:pos:R:3:forces:R:3:lowdin_spin:R:1
I 0.84344 -5.66065 -0.18972 0.6 0.7 0.4 0.000
I 2.65005 -3.97414 1.02275 -0.9 -0.3 -0.5 -0.001
Pr -0.07896 -1.17927 -0.29182 1.2 -1.1 0.5 2.046
P 1.40361 -0.41408 -2.47958 -0.3 0.4 -0.7 -0.008
C 2.83896 0.60332 -2.08178 0.7 0.5 0.0 0.000
C 1.97764 -2.08881 -3.01945 -0.2 -0.1 0.1 -0.001
H 2.59583 -1.96586 -3.93947 -0.3 -0.4 0.7 0.000
H 1.10394 0.43530 -4.75979 -0.6 0.1 0.5 0.000
H 1.08864 -2.74050 -3.20517 0.6 0.7 -0.2 0.000
H -0.46304 -0.22995 -4.04510 0.9 0.3 0.0 0.000
H 3.40019 0.16268 -1.23625 -0.1 -0.1 -0.6 0.000
H 2.52216 -2.60742 -2.18854 0.0 0.6 -0.8 0.000
C 0.46357 0.36490 -3.85004 -0.2 0.1 -0.2 -0.002
H 3.49510 0.71853 -2.96614 -0.2 0.1 0.6 0.000
H 0.10101 1.37204 -3.52443 0.6 -0.7 -0.3 0.000
H 2.52475 1.58270 -1.66708 0.1 -0.5 -0.7 0.000
P -2.13149 -1.29426 1.43954 -0.6 0.3 -0.4 -0.008
C -1.75743 -0.54995 3.04259 0.0 0.1 0.8 -0.002
C -3.72707 -0.69791 0.78249 -0.2 0.0 0.1 0.000
H -2.30453 -3.60275 0.58246 -0.3 0.5 0.7 0.000
H -2.99114 -3.39029 2.28906 0.7 -0.3 -0.5 0.000
H -1.17011 -3.53915 1.91616 -0.8 0.4 0.3 0.000
C -2.16262 -3.13909 1.58898 0.0 0.0 -0.1 0.000
H -3.88366 -1.11122 -0.24440 0.0 0.1 1.0 0.000
H -4.52543 -1.00029 1.49453 0.2 0.4 -0.7 0.000
H -2.55411 -0.83919 3.75166 0.6 0.3 0.0 -0.001
H -1.65509 0.55333 2.97382 -0.5 -0.7 -0.1 0.000
H -3.66564 0.41140 0.65567 -0.1 -0.8 0.4 0.000
H -0.75436 -0.87060 3.39924 -0.7 -0.2 -0.1 0.000
Cl -1.63435 -2.14013 -1.98743 0.1 0.0 0.1 -0.018
C -1.15931 3.68389 2.32205 -1.2 1.4 0.7 0.000
O 0.15187 3.15962 2.10948 0.2 -2.9 -1.5 -0.001
P 0.18045 1.75315 1.16013 0.8 2.1 0.3 -0.002
O 1.09708 2.30696 -0.12388 -0.5 -0.5 0.9 0.000
C 0.41893 3.31969 -0.95398 -0.4 -0.7 0.3 0.000
O 1.15496 0.68307 2.00870 -1.6 0.6 -1.1 0.000
C 2.36509 0.05576 1.67954 1.7 -0.8 0.5 0.000
H -1.83525 3.00407 2.88491 0.7 0.3 0.0 0.000
H -1.71474 3.90140 1.37804 0.7 0.1 0.5 0.000
H -1.00208 4.64595 2.91156 -0.4 -1.3 -0.8 0.000
H -0.54951 2.94730 -1.27453 -0.1 -0.4 -0.3 0.000
H 0.18372 4.18172 -0.36455 0.4 0.6 0.4 0.000
H 1.00503 3.57965 -1.83261 0.3 -0.2 0.3 0.000
H 2.36588 -0.72548 0.83588 -0.5 0.9 0.8 0.000
H 3.07036 0.82859 1.38094 0.4 -0.2 0.1 0.000
H 2.71767 -0.49403 2.61557 -0.4 0.8 -1.3 0.000
```
Positions in Å, forces in eV/Å.

* E_LUMO (alpha / beta): -7.77 / -7.77 eV
* max |F|: 3.2 eV/A
* total charge: +2
* multiplicity: 3



3.
# C9H27FN3O4PS

A 3-piece molecular cluster, C9H27FN3O4PS overall at a distorted geometry (ωB97M-V with the def2-TZVPD basis set, OMol25).

```
46
Properties=species:S:1:pos:R:3:forces:R:3:lowdin_charge:R:1
N -1.52328 -0.66548 -4.98072 0.2 0.2 0.2 -0.062
C -0.65544 -0.77656 -3.79921 -0.7 0.8 -0.4 -0.514
P 0.64299 0.54494 -3.85136 0.4 -0.4 -0.8 0.881
S -0.11667 2.21974 -2.74968 1.0 -0.6 -0.3 0.328
O 1.00243 2.80396 -2.13249 1.6 0.2 1.5 -0.322
O -0.84055 3.06486 -3.58947 -1.9 0.7 -1.6 -0.291
F -1.10381 1.75203 -1.64222 -0.4 -0.4 0.5 -0.183
H -2.07723 0.17903 -4.86732 -0.1 -0.1 -0.2 0.059
H -0.96917 -0.51491 -5.81824 -0.1 -0.1 0.0 0.049
H -0.20578 -1.75750 -3.73328 0.2 -0.2 0.1 0.072
H -1.28145 -0.61032 -2.93139 0.1 -0.4 0.4 0.040
H 1.66846 0.08457 -2.99785 -0.4 0.1 0.5 -0.073
C 3.08110 -0.09557 1.67078 0.1 -0.1 -0.1 -0.065
C 2.60304 0.92239 0.63957 0.0 -0.1 0.3 -0.417
C 3.15842 2.33600 0.85423 0.0 0.1 -0.3 -0.201
O 2.54651 3.05429 1.90729 0.1 -0.1 0.1 -0.183
C 3.03588 2.76997 3.20328 -0.1 0.1 0.0 -0.107
N 1.13853 0.91431 0.60339 0.0 0.2 0.0 0.051
H 2.56744 0.01815 2.62504 0.0 0.1 0.0 0.064
H 2.88220 -1.10802 1.31858 0.0 0.0 0.0 0.073
H 4.15473 -0.00682 1.84628 0.0 0.0 0.0 0.079
H 2.96328 0.58834 -0.33876 0.0 0.1 0.0 0.132
H 2.95557 2.91631 -0.04832 -0.1 0.0 0.0 0.116
H 4.24860 2.31739 0.98736 0.0 -0.1 0.1 0.122
H 4.10880 2.55594 3.19104 0.0 0.0 0.0 0.090
H 2.49994 1.93416 3.66056 0.1 -0.1 0.0 0.075
H 2.86450 3.65205 3.81947 0.0 0.0 0.0 0.087
H 0.82985 1.50976 -0.15981 0.1 0.0 0.0 0.033
H 0.81005 1.39284 1.43961 0.0 0.0 0.0 0.089
C -2.23665 -3.09424 -0.16275 0.1 -0.1 0.0 -0.068
C -1.36559 -2.04393 0.52152 -0.3 0.0 -0.2 -0.424
C -1.81523 -1.70191 1.94786 0.3 0.0 0.1 -0.207
O -2.95220 -0.86501 2.02763 -0.1 -0.1 0.0 -0.187
C -4.19885 -1.51986 1.89814 0.0 0.2 0.0 -0.108
N -1.29225 -0.85528 -0.32851 -0.1 0.2 0.1 0.042
H -3.18453 -2.67936 -0.50459 0.0 0.0 0.0 0.064
H -1.72568 -3.49052 -1.04043 0.0 0.0 0.0 0.071
H -2.44973 -3.93082 0.50590 0.0 0.0 0.0 0.077
H -0.35611 -2.45903 0.60099 0.0 0.1 0.1 0.134
H -1.00976 -1.13941 2.42655 0.0 0.1 0.0 0.118
H -1.96938 -2.61179 2.54420 -0.1 0.0 -0.1 0.119
H -4.17747 -2.51870 2.34409 0.0 0.0 0.0 0.090
H -4.50738 -1.59124 0.85215 0.0 -0.1 0.0 0.075
H -4.94089 -0.91992 2.42418 0.0 0.0 0.0 0.086
H -0.62066 -0.20029 0.07156 0.2 -0.2 -0.1 0.022
H -2.18659 -0.37454 -0.25487 0.0 -0.1 -0.1 0.074
```
Positions in Å, forces in eV/Å.

* E_LUMO: 0.33 eV
* max |F|: 2.6 eV/A
* total charge: 0
* structure (SMILES): COC[C@@H](C)N.COC[C@@H](C)N.NCPS(=O)(=O)F



4.
# C9H27FNa3O12P3

C9H27FNa3O12P3 as an isolated structure at a distorted geometry (ωB97M-V with the def2-TZVPD basis set, OMol25).

```
55
Properties=species:S:1:pos:R:3:forces:R:3:lowdin_charge:R:1
Na 0.81451 6.47728 5.65471 0.2 -0.3 -0.1 0.975
Na -0.77772 9.45667 -0.00278 0.1 -0.3 -0.2 0.972
Na -5.03492 5.74989 3.22657 0.2 -0.3 -0.3 0.953
F -1.20823 5.12025 1.46531 -0.4 0.9 0.6 -0.907
C 4.64964 -2.47374 5.94085 -0.1 -0.9 -0.4 -0.124
O 4.47698 -1.13775 6.35693 -2.4 2.2 0.2 -0.230
P 2.91181 -0.58978 6.45601 -0.2 -0.9 -1.3 0.555
O 2.73713 0.85714 6.81084 0.5 -2.6 -0.1 -0.274
O 2.34233 -0.93483 4.93732 0.8 -0.6 2.4 -0.247
C 0.98779 -1.28820 4.64368 -0.8 1.5 -0.9 -0.110
O 2.14750 -1.77113 7.36294 1.1 2.6 -2.4 -0.257
C 2.70938 -1.97506 8.64609 -0.4 0.1 0.8 -0.119
H 5.07733 -3.00750 6.78954 -0.1 -0.3 -0.3 0.096
H 5.29068 -2.55469 5.06299 0.4 0.4 0.2 0.095
H 3.71179 -2.89475 5.57849 -0.1 -0.3 0.5 0.081
H 0.77777 -2.25537 4.18700 0.9 -0.3 0.4 0.090
H 0.76325 -0.55504 3.86897 -0.5 -0.1 -0.2 0.083
H 0.25185 -1.11086 5.42792 0.4 -0.1 0.4 0.085
H 1.89222 -1.76170 9.33517 0.1 -0.7 0.3 0.094
H 3.47457 -1.25472 8.93536 0.3 -0.1 -0.4 0.089
H 3.08878 -2.99675 8.62830 -0.1 0.1 0.6 0.097
C 4.34664 0.76303 -2.23548 -1.3 -0.8 1.1 -0.134
O 5.05341 1.22699 -3.35238 1.1 0.1 -0.9 -0.208
P 5.62085 0.16022 -4.41500 1.3 0.9 -3.8 0.505
O 6.67412 0.66509 -5.45381 -3.7 -1.4 3.8 -0.284
O 6.10725 -1.07228 -3.53470 -0.2 -0.7 -0.1 -0.248
C 7.45214 -1.01181 -3.04229 0.5 1.4 0.1 -0.083
O 4.19269 -0.37813 -5.03888 1.3 0.0 0.0 -0.225
C 4.06215 -1.75855 -5.43571 0.8 -1.5 1.6 -0.106
H 4.91411 0.68198 -1.30838 0.7 0.2 -0.3 0.089
H 3.91482 -0.22430 -2.39924 0.0 -0.1 -0.2 0.083
H 3.50018 1.40332 -1.98718 0.1 0.4 -0.5 0.090
H 7.55453 0.00997 -2.67677 0.5 0.1 0.2 0.082
H 8.18596 -1.12670 -3.84005 -0.2 -0.3 0.0 0.094
H 7.66435 -1.66185 -2.19347 -0.6 -0.4 -0.4 0.093
H 4.08453 -2.33256 -4.50937 -0.4 -0.1 0.3 0.072
H 4.91527 -2.23181 -5.92183 0.2 0.9 -0.7 0.090
H 3.15148 -2.09420 -5.93182 -0.1 1.2 -0.2 0.090
C -8.30792 0.11903 -1.02825 -1.1 -1.4 1.0 -0.128
O -7.91447 -0.67778 -2.13913 0.4 1.5 -3.2 -0.224
P -7.75822 -0.04843 -3.66431 0.2 -1.8 -2.0 0.512
O -7.26470 -0.97225 -4.76037 -0.9 1.6 2.9 -0.262
O -9.25730 0.49627 -3.97193 0.7 -0.5 1.3 -0.240
C -9.73225 0.94285 -5.25576 0.7 0.2 -0.4 -0.079
O -6.78340 1.23616 -3.52180 -2.3 0.3 0.1 -0.229
C -5.41925 1.20680 -3.27866 1.9 -0.3 0.5 -0.139
H -9.22268 -0.36581 -0.68736 0.1 -0.4 0.5 0.086
H -8.73030 1.12167 -1.09457 1.1 0.5 -1.0 0.089
H -7.51550 -0.06421 -0.30258 -0.2 0.7 0.2 0.090
H -10.80464 0.91527 -5.44892 -0.3 -0.1 1.4 0.086
H -9.39657 0.27522 -6.04928 0.9 0.4 0.0 0.089
H -9.40279 1.98184 -5.26361 0.0 -0.1 -1.0 0.090
H -5.12413 1.59463 -2.30368 -0.7 -0.4 0.7 0.078
H -4.83504 1.91684 -3.86404 -0.6 -0.2 -1.0 0.087
H -5.00979 0.20415 -3.40161 0.1 0.1 -0.1 0.096
```
Positions in Å, forces in eV/Å.

* E_LUMO: -7.36 eV
* max |F|: 5.5 eV/A
* energy above the lowest of the compared OMol25 structures with the same formula, charge and spin: 950.2 kJ/mol
* total charge: +2



> Among the records above, which one has the lowest max |F|?

C9H27FN3O4PS